Entry 1:
{
  "formula": "C34H32N4O2ReSi",
  "method": "ωB97M-V/def2-TZVPD",
  "species": ["Re", "C", "C", "N", "N", "C", "O", "C", "C", "C", "C", "C", "C", "C", "C", "C", "C", "C", "N", "H", "H", "H", "H", "H", "H", "H", "H", "H", "H", "H", "H", "C", "C", "N", "O", "H", "H", "H", "H", "H", "C", "C", "C", "C", "C", "C", "Si", "C", "C", "C", "C", "C", "C", "C", "C", "C", "C", "C", "C", "H", "H", "H", "H", "H", "H", "H", "H", "H", "H", "H", "H", "H", "H", "H"],
  "xyz": [[0.79, 0.62, 0.50], [1.77, 4.43, -1.10], [1.73, 3.03, -0.61], [0.62, 2.38, -0.41], [-0.60, 2.94, -0.67], [-1.52, 2.07, -0.35], [-1.22, 0.87, 0.10], [-2.94, 2.42, -0.48], [-3.93, 1.49, -0.17], [-5.26, 1.83, -0.29], [-5.62, 3.11, -0.71], [-4.64, 4.04, -1.01], [-3.30, 3.71, -0.90], [2.98, 2.27, -0.32], [4.22, 2.81, -0.58], [5.36, 2.02, -0.37], [5.21, 0.73, 0.08], [3.94, 0.25, 0.34], [2.85, 1.00, 0.16], [0.77, 4.82, -1.22], [2.29, 4.47, -2.06], [2.33, 5.06, -0.40], [-3.65, 0.50, 0.15], [-6.03, 1.11, -0.05], [-6.66, 3.38, -0.79], [-4.92, 5.03, -1.34], [-2.53, 4.43, -1.15], [4.32, 3.82, -0.95], [6.34, 2.43, -0.57], [6.07, 0.09, 0.24], [3.77, -0.75, 0.71], [-1.79, 0.08, 2.91], [-0.56, 0.85, 3.25], [-0.39, 1.31, 4.47], [0.37, 1.09, 2.41], [-2.60, 0.32, 3.60], [-1.58, -0.99, 2.99], [-2.09, 0.28, 1.89], [-1.11, 1.20, 5.17], [0.44, 1.83, 4.70], [-4.09, -3.41, 0.71], [-3.98, -2.40, -0.23], [-2.75, -1.85, -0.53], [-1.59, -2.30, 0.13], [-1.71, -3.34, 1.06], [-2.95, -3.89, 1.35], [0.06, -1.61, -0.30], [0.49, -1.67, -2.10], [-0.23, -2.50, -2.96], [0.11, -2.59, -4.30], [1.16, -1.84, -4.81], [1.88, -0.99, -3.97], [1.54, -0.92, -2.63], [1.47, -2.15, 0.81], [1.56, -1.88, 2.18], [2.68, -2.23, 2.92], [3.72, -2.91, 2.31], [3.64, -3.23, 0.96], [2.55, -2.83, 0.21], [-5.05, -3.85, 0.93], [-4.87, -2.04, -0.75], [-2.68, -1.07, -1.28], [-0.83, -3.72, 1.56], [-3.03, -4.69, 2.07], [-1.06, -3.09, -2.58], [-0.45, -3.25, -4.96], [1.42, -1.91, -5.86], [2.69, -0.40, -4.37], [2.13, -0.26, -1.99], [0.71, -1.44, 2.70], [2.72, -2.01, 3.98], [4.58, -3.22, 2.89], [4.44, -3.79, 0.49], [2.52, -3.06, -0.85]],
  "mulliken_spin": [0.9655, -0.0010, 0.0615, -0.0648, 0.0125, -0.0148, -0.0173, -0.0028, 0.0026, 0.0002, -0.0013, 0.0015, -0.0014, 0.0341, 0.0036, 0.0063, 0.0044, -0.0073, 0.0176, 0.0013, 0.0041, 0.0026, 0.0006, -0.0001, -0.0001, 0.0000, -0.0001, 0.0006, 0.0005, 0.0005, 0.0036, -0.0061, 0.0080, 0.0084, -0.0066, -0.0002, 0.0014, 0.0069, -0.0002, 0.0008, -0.0017, 0.0010, -0.0029, -0.0133, -0.0010, 0.0007, 0.0014, -0.0106, -0.0026, 0.0011, -0.0019, 0.0052, -0.0139, 0.0032, 0.0093, 0.0089, -0.0038, 0.0008, -0.0075, -0.0001, 0.0000, -0.0014, -0.0011, -0.0001, -0.0004, -0.0001, -0.0001, 0.0000, 0.0122, -0.0066, 0.0002, -0.0002, -0.0001, 0.0001],
  "relative_energy_ev": 0.846,
  "e_tot_ev": -55827.446,
  "multiplicity": 2,
  "orbital_gap_ha": [0.23326, 0.23454],
  "fmax_ev_per_a": 1.0,
  "total_charge": 2,
  "e_homo_ev": [-13.62, -13.53],
  "s2": 0.767
}



Entry 2:
{
  "formula": "C34H32N4O2S2Sn",
  "method": "ωB97M-V/def2-TZVPD",
  "species": ["Sn", "O", "C", "C", "C", "C", "C", "C", "C", "N", "C", "C", "N", "C", "C", "C", "C", "C", "C", "C", "O", "H", "H", "H", "H", "H", "H", "H", "H", "H", "H", "H", "H", "H", "H", "S", "C", "N", "C", "C", "N", "C", "C", "C", "C", "C", "C", "C", "C", "S", "C", "C", "C", "C", "C", "C", "C", "H", "H", "H", "H", "H", "H", "H", "H", "H", "H", "H", "H", "H", "H", "H", "H", "H", "H"],
  "xyz": [[-2.58, -0.74, 1.08], [-1.43, -2.42, 0.70], [-1.71, -3.71, 0.57], [-0.66, -4.63, 0.51], [-0.90, -5.98, 0.40], [-2.21, -6.48, 0.32], [-3.25, -5.60, 0.35], [-3.03, -4.21, 0.48], [-4.19, -3.37, 0.41], [-4.23, -2.08, 0.52], [-5.50, -1.38, 0.30], [-5.28, -0.39, -0.83], [-4.17, 0.52, -0.52], [-4.25, 1.66, -1.07], [-3.29, 2.78, -1.12], [-3.54, 3.72, -2.12], [-2.70, 4.80, -2.34], [-1.58, 4.97, -1.54], [-1.31, 4.06, -0.52], [-2.16, 2.99, -0.32], [-2.01, 2.07, 0.73], [0.35, -4.24, 0.58], [-0.06, -6.67, 0.37], [-2.38, -7.55, 0.24], [-4.27, -5.97, 0.27], [-5.13, -3.89, 0.22], [-5.79, -0.85, 1.22], [-6.30, -2.06, 0.04], [-6.21, 0.15, -1.04], [-5.01, -0.96, -1.72], [-5.14, 1.87, -1.66], [-4.42, 3.59, -2.74], [-2.93, 5.51, -3.13], [-0.92, 5.81, -1.70], [-0.46, 4.21, 0.12], [-0.74, 2.09, 1.71], [0.50, 1.15, 0.92], [1.55, 0.87, 1.61], [2.73, 0.31, 0.92], [2.83, 0.99, -0.42], [1.59, 0.71, -1.16], [1.74, 0.31, -2.58], [2.48, -1.01, -2.68], [3.75, -1.05, -3.23], [4.44, -2.26, -3.31], [3.86, -3.42, -2.84], [2.58, -3.38, -2.29], [1.89, -2.18, -2.21], [0.44, 0.67, -0.51], [-0.98, 0.08, -1.15], [1.73, 1.15, 3.07], [2.75, 2.24, 3.30], [3.95, 1.93, 3.93], [4.90, 2.92, 4.15], [4.65, 4.22, 3.73], [3.45, 4.54, 3.11], [2.50, 3.56, 2.89], [2.61, -0.77, 0.81], [3.61, 0.53, 1.53], [3.66, 0.56, -0.99], [3.00, 2.06, -0.32], [2.31, 1.10, -3.07], [0.76, 0.26, -3.03], [4.21, -0.14, -3.62], [5.43, -2.28, -3.75], [4.39, -4.36, -2.90], [2.11, -4.30, -1.93], [0.88, -2.17, -1.79], [2.09, 0.22, 3.51], [0.77, 1.37, 3.52], [4.14, 0.91, 4.26], [5.83, 2.67, 4.64], [5.39, 4.99, 3.91], [3.26, 5.56, 2.80], [1.56, 3.82, 2.42]],
  "lowdin_charge": [1.2620, -0.3483, -0.3332, -0.0099, -0.0399, -0.0643, -0.0253, -0.1412, -0.0458, -0.1464, -0.2035, -0.1897, -0.0432, -0.0749, -0.1275, -0.0026, -0.0391, -0.0308, -0.0240, -0.2802, -0.5669, 0.1143, 0.1176, 0.1149, 0.1228, 0.1449, 0.1271, 0.1297, 0.1293, 0.1375, 0.1357, 0.1273, 0.1227, 0.1234, 0.0968, 1.0951, -0.3996, -0.0465, -0.0490, -0.0659, -0.0686, -0.0858, -0.2296, -0.0441, -0.0564, -0.0602, -0.0625, -0.0372, -0.6156, 0.8170, -0.0734, -0.2323, -0.0392, -0.0486, -0.0512, -0.0555, -0.0419, 0.1572, 0.1401, 0.1376, 0.1513, 0.1398, 0.0920, 0.1202, 0.1154, 0.1149, 0.1065, 0.0930, 0.1442, 0.1025, 0.1226, 0.1189, 0.1180, 0.1158, 0.0921],
  "relative_energy_ev": 1.257,
  "e_tot_ev": -73320.973,
  "orbital_gap_ha": 0.22245,
  "fmax_ev_per_a": 0.5,
  "total_charge": 2,
  "e_homo_ev": -12.89
}



Entry 3:
{
  "formula": "C34H32N4O4ReS4Sb",
  "method": "ωB97M-V/def2-TZVPD",
  "species": ["Re", "S", "C", "C", "C", "C", "N", "C", "C", "C", "S", "C", "N", "H", "H", "C", "S", "O", "O", "O", "H", "H", "H", "C", "C", "C", "C", "C", "C", "Sb", "C", "C", "C", "C", "C", "C", "C", "C", "C", "C", "C", "C", "H", "H", "H", "H", "H", "H", "H", "H", "H", "H", "H", "H", "H", "H", "H", "C", "S", "C", "O", "H", "H", "H", "H", "H", "H", "N", "C", "C", "C", "C", "C", "N", "H", "H", "H", "H", "H", "H"],
  "xyz": [[-0.47, 0.72, 0.31], [0.99, 0.86, 2.04], [-0.10, 1.04, 3.42], [0.35, 1.55, 4.63], [-0.52, 1.68, 5.70], [-0.05, 2.24, 6.93], [0.33, 2.71, 7.90], [-1.87, 1.27, 5.57], [-2.30, 0.73, 4.37], [-1.43, 0.63, 3.29], [-1.95, -0.05, 1.75], [-2.78, 1.41, 6.66], [-3.53, 1.52, 7.52], [1.39, 1.85, 4.75], [-3.33, 0.41, 4.27], [-3.17, 0.83, -3.51], [-1.64, 0.97, -2.63], [-0.69, 0.08, -3.25], [-1.27, 2.36, -2.57], [-2.01, 0.48, -1.24], [-2.94, 0.98, -4.56], [-3.86, 1.59, -3.16], [-3.56, -0.17, -3.35], [1.01, -5.10, 2.92], [-0.17, -4.38, 2.82], [-0.30, -3.39, 1.85], [0.75, -3.13, 0.97], [1.93, -3.86, 1.07], [2.06, -4.84, 2.04], [0.44, -1.70, -0.55], [2.35, -1.46, -1.40], [3.41, -1.20, -0.53], [4.68, -0.95, -1.03], [4.89, -0.93, -2.41], [3.83, -1.17, -3.27], [2.56, -1.43, -2.77], [-0.76, -2.78, -1.90], [-0.23, -3.59, -2.90], [-1.08, -4.32, -3.72], [-2.45, -4.24, -3.54], [-2.98, -3.45, -2.53], [-2.14, -2.72, -1.72], [1.12, -5.86, 3.67], [-0.99, -4.58, 3.49], [-1.23, -2.84, 1.78], [2.75, -3.67, 0.39], [2.98, -5.40, 2.11], [3.26, -1.21, 0.54], [5.50, -0.76, -0.36], [5.88, -0.74, -2.80], [3.99, -1.16, -4.34], [1.74, -1.57, -3.46], [0.84, -3.69, -3.03], [-0.67, -4.95, -4.50], [-3.11, -4.82, -4.18], [-4.05, -3.41, -2.38], [-2.56, -2.09, -0.94], [1.91, 1.95, -3.45], [1.48, 2.62, -1.85], [3.14, 2.95, -1.27], [1.09, 1.42, -0.99], [2.21, 2.78, -4.09], [1.02, 1.47, -3.84], [2.72, 1.23, -3.33], [3.60, 3.71, -1.90], [3.71, 2.02, -1.29], [3.07, 3.32, -0.25], [-3.36, 2.43, 0.20], [-2.34, 3.27, 0.44], [-2.62, 4.64, 0.66], [-1.60, 5.51, 0.92], [-0.29, 5.03, 0.98], [-0.08, 3.70, 0.79], [-1.08, 2.79, 0.53], [-4.27, 2.84, 0.06], [-3.18, 1.55, -0.27], [-3.64, 4.97, 0.60], [-1.81, 6.56, 1.08], [0.55, 5.67, 1.20], [0.90, 3.27, 0.87]],
  "mulliken_spin": [0.8465, 0.0503, -0.0005, 0.0158, 0.0052, -0.0028, 0.0001, 0.0079, 0.0067, 0.0143, -0.0225, -0.0007, 0.0054, -0.0003, -0.0005, -0.0005, 0.0027, 0.0006, 0.0012, 0.0093, -0.0002, 0.0001, 0.0001, -0.0012, -0.0029, 0.0015, 0.0006, 0.0024, 0.0006, 0.0233, -0.0073, -0.0036, -0.0008, -0.0010, 0.0009, 0.0035, 0.0008, -0.0001, 0.0009, -0.0011, 0.0000, -0.0057, -0.0002, -0.0001, -0.0037, -0.0005, 0.0001, 0.0033, 0.0001, 0.0000, 0.0001, 0.0000, -0.0003, 0.0001, 0.0000, 0.0001, 0.0007, 0.0009, 0.0038, 0.0003, 0.0346, -0.0001, 0.0000, 0.0000, -0.0004, -0.0001, 0.0001, 0.0049, 0.0003, -0.0058, 0.0006, -0.0054, -0.0100, 0.0086, 0.0003, 0.0017, 0.0004, -0.0003, 0.0004, 0.0166],
  "relative_energy_ev": 0.000,
  "e_tot_ev": -101931.660,
  "multiplicity": 2,
  "orbital_gap_ha": [0.23230, 0.25390],
  "fmax_ev_per_a": 0.5,
  "total_charge": 1,
  "e_homo_ev": [-10.90, -11.08],
  "s2": 0.783
}